Version P
This record from OMol25 describes a molecular structure, C9H16N2O5S. The level of theory is the ωB97M-V functional and the def2-TZVPD basis.

## Properties
E_HOMO	-0.3245	Ha
charge	0
Kohn-Sham gap	9.17	eV

Structure (XYZ):
```
33
Properties=species:S:1:pos:R:3:mulliken_charge:R:1
C -1.175 0.619 3.443 -0.791
C -1.804 0.051 1.153 0.524
C -1.480 0.045 -0.314 0.671
C -0.610 0.748 -2.391 -0.631
C 0.583 1.703 -2.749 -0.549
C 2.409 1.111 -1.369 0.067
C 3.106 -0.272 -1.413 -0.586
C 3.155 -0.530 1.006 -0.405
C 2.012 -1.572 1.159 -0.139
H -0.321 1.085 3.926 0.281
H -1.123 -0.419 3.727 0.364
H -2.136 1.261 3.568 0.295
H -0.754 -0.268 -2.781 0.364
H -1.650 1.139 -2.432 0.519
H 0.484 1.950 -3.830 0.366
H 0.567 2.625 -2.086 0.254
H 3.091 1.942 -1.166 0.280
H 1.589 1.104 -0.574 0.121
H 3.789 -0.293 -2.290 0.296
H 2.198 -0.807 -1.627 0.316
H 4.014 -0.808 1.666 0.258
H 2.831 0.487 1.288 0.329
H 1.306 -1.594 0.255 0.029
H 2.358 -2.551 1.231 0.429
H 0.796 -0.416 2.144 0.307
N -3.063 -0.342 1.492 -0.536
N -2.566 -0.346 -1.044 -0.584
O -0.854 0.590 2.016 -0.372
O -0.370 0.515 -0.913 -0.248
O 1.830 1.082 -2.675 -0.371
O 3.802 -0.616 -0.264 -0.399
O 1.239 -1.303 2.371 -0.533
S -3.749 -0.823 0.027 0.075
```

Version Q
This record from OMol25 describes a single C9H16N2O5S molecule. The level of theory is the ωB97M-V functional and the def2-TZVPD basis.

## Properties
E_HOMO	-0.3371	Ha
charge	0
SMILES	CSCC[C@H](NC(=O)[C@@H](N)CC(=O)O)C(=O)O
Kohn-Sham gap	9.44	eV

Structure (XYZ):
```
33
Properties=species:S:1:pos:R:3:mulliken_charge:R:1
C -4.248 -2.377 0.346 -0.804
S -4.652 -0.647 -0.005 -0.058
C -3.047 0.136 0.303 -0.668
C -2.013 -0.160 -0.808 -1.160
C -0.641 0.493 -0.567 0.895
N -0.014 -0.050 0.642 -0.175
C 1.312 -0.001 1.000 0.027
O 1.708 -0.547 2.006 -0.648
C 2.279 0.770 0.086 0.685
N 3.465 1.141 0.873 -0.727
C 2.702 -0.114 -1.108 -0.764
C 3.492 -1.363 -0.741 0.447
O 3.170 -2.453 -1.112 -0.579
O 4.593 -1.153 -0.009 -0.538
C -0.818 2.014 -0.505 0.135
O -1.032 2.665 -1.497 -0.606
O -0.741 2.572 0.718 -0.511
H -3.824 -2.488 1.368 0.255
H -5.172 -2.936 0.287 0.350
H -3.497 -2.779 -0.379 0.250
H -3.226 1.216 0.350 0.340
H -2.720 -0.155 1.272 0.321
H -2.392 0.198 -1.779 0.446
H -1.876 -1.238 -0.914 0.448
H -0.027 0.297 -1.449 0.035
H -0.544 -0.725 1.159 0.178
H 1.766 1.668 -0.308 0.360
H 3.552 2.172 0.945 0.269
H 3.366 0.740 1.823 0.277
H 3.338 0.491 -1.773 0.442
H 1.874 -0.441 -1.664 0.189
H 4.565 -0.207 0.301 0.425
H -0.585 1.833 1.354 0.465
```

Which structure is the least stable? The one labeled version P.

Version P
This record from OMol25 describes 2 unconnected molecules or ions with the total composition C4H9NO. The level of theory is the ωB97M-V functional and the def2-TZVPD basis.

## Properties
E_HOMO (spin up / spin down)	-0.4879 / -0.4858	Ha
⟨S²⟩	0.753
charge	+1
Kohn-Sham gap (spin up / spin down)	8.49 / 4.50	eV
2S+1	2

Structure (XYZ):
```
15
Properties=species:S:1:pos:R:3:lowdin_spin:R:1
C -0.175 -0.291 2.670 0.003
N -0.043 0.329 3.755 0.009
H -0.615 -1.288 2.651 0.001
H 0.078 0.096 1.673 0.002
H 0.475 1.192 3.586 0.001
C 1.251 -0.319 -2.160 0.074
C 0.136 -0.479 -1.212 0.359
C -0.770 0.532 -0.977 0.282
O -1.730 0.371 -0.096 0.198
H 1.219 -1.070 -2.958 0.023
H 1.204 0.637 -2.684 -0.001
H 2.211 -0.422 -1.646 0.027
H 0.105 -1.431 -0.692 0.008
H -0.738 1.511 -1.449 0.007
H -2.607 0.631 -0.460 0.007
```

Version Q
This record from OMol25 describes 2 unconnected molecules or ions with the total composition C4H9NO. The level of theory is the ωB97M-V functional and the def2-TZVPD basis.

## Properties
E_HOMO (spin up / spin down)	-0.5445 / -0.5447	Ha
⟨S²⟩	0.766
charge	+1
Kohn-Sham gap (spin up / spin down)	10.19 / 6.96	eV
2S+1	2

Structure (XYZ):
```
15
Properties=species:S:1:pos:R:3:lowdin_spin:R:1
C 1.074 -1.535 1.288 0.052
C 0.238 -0.626 0.442 0.278
C 0.515 -0.370 -0.854 0.152
N -0.340 0.494 -1.629 0.410
C -1.295 0.244 -2.410 0.036
H 1.570 -2.363 0.709 0.007
H 0.304 -1.929 2.072 0.002
H 1.795 -0.906 1.742 0.023
H -0.610 -0.379 1.097 0.006
H 1.271 -0.903 -1.498 0.002
H -1.754 -0.689 -2.546 0.020
H -1.636 0.972 -3.306 0.014
H 0.265 2.357 2.039 0.000
H -0.754 3.087 1.042 0.000
O -0.642 2.546 1.814 0.001
```

Which structure is the least stable? The one labeled version Q.

Version P
This record from OMol25 describes 5 unconnected molecules or ions with the total composition C4H14O4. The level of theory is the ωB97M-V functional and the def2-TZVPD basis.

## Properties
E_HOMO	-0.3373	Ha
charge	0
SMILES	C=CC=C.O.O.O.O
Kohn-Sham gap	9.50	eV

Structure (XYZ):
```
22
Properties=species:S:1:pos:R:3:mulliken_charge:R:1
C -0.856 -0.685 1.602 -0.605
C -0.300 -1.414 0.641 -0.388
C 0.520 -0.892 -0.460 0.360
C 0.458 -1.366 -1.699 -1.036
H -0.842 0.392 1.551 0.139
H -1.310 -1.056 2.510 0.278
H -0.159 -2.477 0.818 0.354
H 1.082 -0.015 -0.193 0.278
H 0.911 -0.926 -2.576 0.286
H -0.180 -2.219 -1.915 0.254
O 1.032 1.806 1.392 -0.582
H 0.622 2.002 2.255 0.291
H 1.664 2.538 1.209 0.286
O 3.467 -0.064 0.510 -0.639
H 3.293 -0.299 -0.394 0.354
H 2.689 0.418 0.759 0.358
O -1.307 2.072 -1.314 -0.656
H -0.857 2.448 -0.563 0.316
H -1.586 1.175 -1.077 0.408
O -2.598 -0.253 -0.789 -0.650
H -2.495 -1.206 -0.823 0.309
H -3.246 0.021 -1.445 0.285
```

Version Q
This record from OMol25 describes 3 unconnected molecules or ions with the total composition C4H14O4. The level of theory is the ωB97M-V functional and the def2-TZVPD basis.

## Properties
E_HOMO	-0.3721	Ha
charge	0
SMILES	OCCCCO.O.O
Kohn-Sham gap	10.69	eV

Structure (XYZ):
```
22
Properties=species:S:1:pos:R:3:mulliken_charge:R:1
O -1.831 -0.101 0.864 -0.514
C -1.884 0.895 -0.153 -0.605
C -0.565 1.360 -0.779 -0.422
C 0.076 0.294 -1.766 -0.522
C 1.251 -0.460 -1.220 -0.510
O 0.851 -1.636 -0.479 -0.508
H -1.093 -0.691 0.716 0.310
H -2.621 0.575 -0.903 0.361
H -2.214 1.784 0.419 0.322
H -0.712 2.220 -1.420 0.374
H 0.147 1.559 0.004 0.147
H 0.390 0.966 -2.564 0.313
H -0.836 -0.208 -2.118 0.284
H 1.937 0.052 -0.522 0.267
H 1.979 -0.707 -1.997 0.429
H 0.755 -2.316 -1.154 0.288
O 0.758 -1.943 2.493 -0.722
H 1.626 -1.691 2.884 0.342
H 1.068 -1.953 1.568 0.349
O 0.672 0.793 1.995 -0.657
H -0.122 1.289 1.806 0.303
H 0.367 -0.082 2.325 0.371
```

Which structure is the least stable? The one labeled version P.

Version P
This record from OMol25 describes 4 unconnected molecules or ions with the total composition C4H14O4. The level of theory is the ωB97M-V functional and the def2-TZVPD basis.

## Properties
E_HOMO	-0.2776	Ha
charge	0
Kohn-Sham gap	2.90	eV

Structure (XYZ):
```
22
Properties=species:S:1:pos:R:3:mulliken_charge:R:1
O 2.002 0.448 2.231 -0.437
C 0.792 -0.238 2.787 -0.273
C 0.352 -1.400 1.967 -0.082
C -0.031 -1.390 0.502 0.025
C -1.476 -1.832 0.191 -1.099
H 1.146 -0.585 3.770 0.291
H 0.421 -2.407 2.432 0.360
H 0.077 0.585 2.825 0.305
H 0.220 -0.373 0.074 0.118
H 0.539 -2.042 -0.136 0.329
H -2.131 -0.966 0.623 0.306
H -1.779 -2.583 0.915 0.376
H -1.672 -1.882 -0.906 0.319
H -0.436 -0.258 -3.092 0.273
H -0.595 0.830 -1.993 0.383
O -0.927 -0.137 -2.293 -0.672
H -0.059 2.844 -2.492 0.445
H 0.655 3.924 -3.587 0.250
O 0.174 3.044 -3.549 -0.744
H 0.536 2.306 -0.695 0.215
H 2.470 -0.125 1.602 0.321
O -0.278 2.238 -1.176 -1.009
```

Version Q
This record from OMol25 describes 5 unconnected molecules or ions with the total composition C4H14O4. The level of theory is the ωB97M-V functional and the def2-TZVPD basis.

## Properties
E_HOMO	-0.3461	Ha
charge	0
SMILES	C=CC=C.O.O.O.O
Kohn-Sham gap	9.84	eV

Structure (XYZ):
```
22
Properties=species:S:1:pos:R:3:mulliken_charge:R:1
C 0.041 -1.739 -1.361 -0.887
C -0.983 -1.255 -0.627 -0.142
C -0.989 0.099 -0.068 0.353
C -2.158 0.623 0.315 -0.837
H 0.919 -1.144 -1.572 0.273
H -0.086 -2.714 -1.808 0.230
H -1.656 -2.073 -0.403 0.280
H -0.026 0.589 0.012 0.206
H -2.282 1.540 0.876 0.367
H -3.072 0.067 0.146 0.214
O 1.530 -1.501 2.441 -0.656
H 2.024 -2.149 1.929 0.309
H 1.524 -0.835 1.729 0.298
O -0.937 -0.234 3.238 -0.638
H -1.098 0.332 2.469 0.317
H 0.013 -0.448 3.183 0.351
O 1.533 2.611 -0.106 -0.644
H 2.250 3.021 -0.579 0.322
H 0.813 2.521 -0.769 0.309
O 0.898 1.258 -2.879 -0.618
H 1.026 0.442 -2.396 0.298
H 0.717 0.988 -3.769 0.292
```

Which structure is the least stable? The one labeled version P.